Entry 1:
Molecular formula: C23H43N2OP3RhSe
Method: DFT, wB97M-V/def2-TZVPD

Its HOMO-LUMO gap (alpha / beta) is 7.04 / 4.42 eV. Its net charge is +3. The value obtained for the LUMO energy (alpha / beta) is -9.6655 / -12.7171 eV. Its spin multiplicity is 5. As for the expectation value of S²: 6.045.

Cartesian coordinates (Å):
1 C 2.014 2.052 0.536
2 C 3.890 0.691 1.981
3 H 1.805 0.273 -5.828
4 H -1.399 -1.761 -4.627
5 H -0.659 -0.419 3.193
6 H 2.741 -2.904 1.484
7 H 2.616 3.938 3.875
8 O 5.139 2.049 4.182
9 H -1.857 3.850 0.566
10 H 0.897 -4.696 -1.100
11 H -2.225 -1.722 2.111
12 H -2.404 1.032 -0.476
13 H 3.169 -4.109 -0.999
14 C 1.133 3.571 -5.272
15 H 0.013 -0.699 -4.912
16 H 3.925 -2.507 -0.700
17 H -2.095 -2.528 -1.779
18 C -0.131 0.144 2.410
19 H 2.220 2.550 -2.210
20 H -2.225 1.578 1.209
21 P -0.778 -0.336 0.760
22 P 1.480 -2.435 -0.540
23 H 1.196 -2.128 1.909
24 C 1.959 1.250 -3.905
25 C 3.098 -3.029 -1.199
26 H -0.117 4.229 0.877
27 N 2.271 0.776 0.217
28 H 1.234 -3.855 1.423
29 H 1.437 4.589 -3.398
30 H 3.174 -2.862 -2.284
31 C 2.646 2.683 1.602
32 C -1.026 3.751 1.271
33 H -0.831 1.444 -3.875
34 C 3.253 0.122 0.870
35 N 3.543 3.680 4.129
36 H 0.777 4.471 -5.791
37 H -2.928 -1.598 -3.042
38 H -3.184 0.112 0.844
39 H -0.849 -2.694 1.533
40 C 1.670 -2.860 1.244
41 H 0.228 -2.271 -4.103
42 C 1.496 3.645 -3.928
43 H 1.245 2.585 -0.046
44 H 3.876 4.022 5.030
45 C -0.443 -1.410 -4.214
46 C 1.685 1.206 -5.280
47 Se 2.206 -0.479 -2.954
48 C 1.935 2.488 -3.254
49 H -0.320 1.213 2.557
50 H -2.211 -2.332 0.433
51 C -1.371 1.075 -2.997
52 H 3.520 -0.885 0.529
53 Rh 0.924 -0.159 -1.175
54 H 0.947 -0.034 2.494
55 H -0.468 2.112 0.389
56 H -1.180 1.764 -2.163
57 C 3.541 1.980 2.411
58 C -1.585 -1.936 1.241
59 H 4.636 0.109 2.512
60 H 2.394 3.727 1.778
61 C 0.353 -3.741 -1.176
62 C -2.295 0.697 0.561
63 C 4.143 2.547 3.655
64 H 0.968 2.277 -6.993
65 C -2.323 -1.514 -2.128
66 H -2.445 1.043 -3.218
67 H -0.369 3.616 3.330
68 H -0.560 -3.795 -0.568
69 H -2.128 3.061 3.008
70 C -1.172 3.430 2.595
71 H -2.907 -0.985 -1.368
72 P -0.793 -0.614 -2.595
73 C 1.235 2.355 -5.945
74 H 0.096 -3.558 -2.229



Entry 2:
Molecular formula: C23H44F6O7P
Method: DFT, wB97M-V/def2-TZVPD

Its HOMO-LUMO gap is 5.83 eV. Its net charge is -1. The value obtained for the LUMO energy is 2.1030 eV.

Cartesian coordinates (Å):
1 C 1.534 2.324 -2.607
2 H 4.862 4.789 2.422
3 H -1.629 1.021 -0.200
4 H -2.412 -1.061 -4.123
5 F 3.057 0.791 0.963
6 C 1.521 -3.951 6.654
7 C -4.792 -1.292 -0.917
8 H -0.292 2.903 -0.860
9 H 1.887 0.808 -4.151
10 H 1.716 2.407 -1.530
11 H 3.245 -3.079 4.095
12 O 3.542 3.263 2.299
13 H -3.965 -2.002 -0.898
14 C -0.875 2.349 -1.610
15 H -4.881 0.257 0.577
16 C 2.249 1.354 1.871
17 C 3.787 4.681 2.287
18 H -0.288 0.260 -0.960
19 F 2.204 -6.068 7.453
20 C -4.749 -1.862 -3.484
21 C 2.366 -2.919 4.715
22 H 1.109 -0.605 -2.416
23 C -5.525 -1.308 -2.265
24 H 3.304 6.446 3.414
25 H 2.104 0.206 -1.191
26 H 2.823 -1.994 -3.130
27 H -0.264 1.523 -3.510
28 C 2.087 -0.159 -2.218
29 H 3.086 -1.094 5.600
30 C 3.357 -2.033 -1.060
31 H 1.337 -1.267 5.654
32 O 1.509 3.596 1.391
33 C -1.165 -2.512 -3.194
34 H -0.290 -2.018 -3.626
35 C 3.159 -1.257 -2.399
36 H -5.500 -1.695 -0.182
37 H -4.216 2.186 -0.472
38 H -0.235 3.263 -3.485
39 H -6.395 -1.968 -2.153
40 H 2.125 -0.874 4.133
41 O -3.535 -2.523 -3.149
42 H -2.438 -2.683 -4.908
43 H -3.272 -0.089 0.054
44 H -0.984 -3.592 -3.216
45 H -5.944 -0.343 -2.553
46 C -4.372 1.357 -1.179
47 C 0.008 2.379 -2.888
48 O 0.405 -3.582 6.447
49 H 3.100 -3.090 -1.155
50 C 1.921 -4.821 7.853
51 P -3.149 1.645 -2.611
52 F 1.018 0.941 1.614
53 H -5.403 1.481 -1.525
54 H -2.405 1.909 -3.837
55 H 1.992 3.158 -3.147
56 C -2.444 -2.140 -3.950
57 C 2.238 1.060 -3.147
58 H 3.533 5.090 1.310
59 F 2.596 0.867 3.078
60 C -4.282 0.067 -0.329
61 H -4.532 -1.085 -4.221
62 C 3.047 5.387 3.403
63 H 1.504 -3.302 4.168
64 H 3.307 4.949 4.368
65 H 3.314 1.275 -3.218
66 H -4.021 2.756 -3.027
67 F 3.004 -4.333 8.472
68 O 2.586 -3.716 5.900
69 C 2.359 2.882 1.822
70 O -2.063 0.365 -2.117
71 F 0.936 -4.888 8.743
72 C -1.152 0.889 -1.191
73 H 4.088 -0.787 -2.727
74 C 2.219 -1.449 5.040
75 H -1.241 -2.209 -2.150
76 H 2.748 -1.614 -0.258
77 H -5.387 -2.594 -4.007
78 H -3.993 0.799 -3.442
79 H 1.969 5.297 3.281
80 H 4.399 -1.981 -0.729
81 O -2.171 2.856 -1.757



F_max, respectively: 4.63 3.14 eV/A.
M, respectively: 638.4 577.6 g/mol.